Molecular formula: C18H29B2ClN4O11
Method: DFT, ωB97M-V/def2-TZVPD

CARTESIAN COORDINATES (ANGSTROEM)
1 C 5.31 2.89 3.97
2 C 3.91 3.38 3.60
3 O 3.68 3.43 2.21
4 C 3.73 2.19 1.56
5 C 2.71 2.15 0.43
6 C 2.29 0.70 0.14
7 C 1.54 0.55 -1.19
8 C 1.64 -0.77 -1.93
9 N 1.14 -1.96 -1.17
10 N 2.07 -2.39 -0.15
11 C 0.90 -3.26 -2.01
12 N 0.68 -3.01 -3.41
13 C 1.55 -3.17 -4.25
14 O 2.32 -3.35 -5.10
15 C -0.28 -3.98 -1.33
16 C -0.58 -3.18 -0.05
17 B -2.15 -3.31 0.40
18 O -2.85 -4.38 -0.13
19 N -2.80 -2.42 1.34
20 C -3.65 -1.35 0.80
21 C -1.93 -1.93 2.41
22 C -0.19 -1.78 -0.46
23 Cl -1.40 -1.12 -1.58
24 H 5.36 1.80 3.98
25 H 5.58 3.22 4.97
26 H 6.04 3.25 3.24
27 H 3.76 4.39 3.98
28 H 3.16 2.72 4.07
29 H 4.74 1.99 1.17
30 H 3.52 1.37 2.27
31 H 3.13 2.60 -0.47
32 H 1.84 2.71 0.77
33 H 3.17 0.05 0.20
34 H 1.63 0.39 0.97
35 H 0.51 0.85 -1.07
36 H 1.96 1.28 -1.89
37 H 1.06 -0.71 -2.85
38 H 2.67 -1.00 -2.23
39 H 1.88 -1.84 0.68
40 H 3.00 -2.11 -0.47
41 H 1.84 -3.80 -1.88
42 H 0.06 -4.99 -1.12
43 H -1.12 -3.94 -2.03
44 H -0.01 -3.54 0.80
45 H -2.52 -5.23 0.15
46 H -4.23 -1.73 -0.05
47 H -3.08 -0.47 0.50
48 H -4.37 -1.04 1.56
49 H -1.91 -0.83 2.44
50 H -2.29 -2.27 3.38
51 H -0.90 -2.29 2.32
52 H -0.08 -1.06 0.35
53 B -4.01 2.82 -1.37
54 O -2.77 3.03 -2.17
55 C -1.73 2.64 -1.47
56 O -0.58 2.65 -1.82
57 C -2.24 2.11 -0.11
58 O -1.54 1.63 0.75
59 O -3.54 2.23 -0.09
60 O -4.75 4.06 -1.17
61 C -5.98 3.93 -1.67
62 O -6.83 4.77 -1.66
63 C -6.10 2.51 -2.26
64 O -7.05 2.03 -2.79
65 O -4.93 1.90 -2.06

Summary:
HOMO-LUMO gap   8.32 eV
Spin multiplicity   1


Molecular formula: C18H29BrNO2
Method: DFT, ωB97M-V/def2-TZVPD

CARTESIAN COORDINATES (ANGSTROEM)
1 C 1.56 -1.77 -5.56
2 C 0.81 -2.58 -4.51
3 O 0.00 -1.76 -3.68
4 C 0.48 -0.89 -2.78
5 C -0.45 0.05 -2.33
6 Br -2.19 -0.01 -3.08
7 C -0.15 1.01 -1.38
8 C 1.11 1.03 -0.81
9 C 1.43 2.01 0.28
10 N 1.24 1.35 1.62
11 C -0.18 0.92 1.93
12 C -0.98 2.15 2.38
13 C -2.45 2.14 1.92
14 C -3.45 1.54 2.92
15 C -3.09 0.17 3.50
16 C -2.61 -0.85 2.47
17 C -1.17 -1.32 2.69
18 C -0.14 -0.21 2.96
19 C 2.06 0.10 -1.22
20 C 1.78 -0.85 -2.20
21 O 2.68 -1.77 -2.62
22 C 4.02 -1.69 -2.19
23 H 0.86 -1.16 -6.12
24 H 2.30 -1.12 -5.09
25 H 2.07 -2.45 -6.24
26 H 1.50 -3.18 -3.91
27 H 0.08 -3.24 -4.99
28 H -0.91 1.73 -1.11
29 H 0.77 2.87 0.22
30 H 2.46 2.34 0.22
31 H 1.83 0.52 1.64
32 H 1.55 1.98 2.37
33 H -0.57 0.53 0.99
34 H -0.94 2.26 3.46
35 H -0.52 3.04 1.95
36 H -2.76 3.17 1.75
37 H -2.53 1.63 0.96
38 H -4.40 1.47 2.40
39 H -3.58 2.24 3.74
40 H -2.35 0.29 4.29
41 H -3.99 -0.21 4.00
42 H -2.71 -0.44 1.46
43 H -3.24 -1.73 2.50
44 H -1.14 -2.00 3.55
45 H -0.85 -1.89 1.82
46 H -0.27 0.19 3.96
47 H 0.85 -0.70 2.95
48 H 3.04 0.13 -0.79
49 H 4.46 -0.71 -2.42
50 H 4.55 -2.46 -2.74
51 H 4.11 -1.89 -1.12

Summary:
Total charge   +1
HOMO-LUMO gap   8.46 eV
Spin multiplicity   1
SMILES   CCOc1c(Br)cc(C[NH2+]C2CCCCCCC2)cc1OC


Molecular formula: C18H29ClNNdO2P2
Method: DFT, ωB97M-V/def2-TZVPD

CARTESIAN COORDINATES (ANGSTROEM)
1 Nd 0.46 -0.43 0.10
2 P 1.06 -1.44 -2.49
3 C 0.82 0.14 -3.46
4 C -0.02 1.27 -2.87
5 N -0.36 1.29 -1.55
6 C -1.20 2.26 -1.10
7 C -1.66 3.27 -1.95
8 C -1.24 3.32 -3.27
9 C -0.40 2.30 -3.73
10 C -1.81 2.15 0.31
11 P -0.83 2.38 1.83
12 H -0.02 2.29 -4.75
13 H -2.38 3.98 -1.55
14 H -1.57 4.12 -3.94
15 H -2.58 2.94 0.39
16 H -2.37 1.20 0.36
17 H 1.82 0.54 -3.66
18 H 0.38 -0.17 -4.43
19 H 5.23 2.97 -0.62
20 O 5.43 3.26 -1.52
21 H 4.71 3.87 -1.74
22 H -0.02 1.29 2.23
23 O 1.57 0.38 1.68
24 H 2.26 0.71 2.28
25 C 0.29 3.78 1.79
26 H -0.27 4.72 1.89
27 H 0.99 3.66 2.63
28 H 0.87 3.78 0.85
29 C -1.97 2.45 3.21
30 H -1.54 1.83 4.02
31 H -2.08 3.49 3.57
32 H -2.95 2.04 2.93
33 C 0.20 -2.68 -3.52
34 H 0.86 -3.06 -4.30
35 H -0.12 -3.53 -2.89
36 H -0.70 -2.23 -3.97
37 C 2.81 -1.80 -2.80
38 H 3.21 -2.34 -1.93
39 H 2.93 -2.43 -3.69
40 H 3.37 -0.87 -2.91
41 Cl -3.87 -3.61 0.06
42 C -2.81 -3.59 1.39
43 C -2.94 -4.55 2.39
44 C -2.08 -4.52 3.50
45 C -1.08 -3.56 3.57
46 C -0.93 -2.60 2.57
47 C -1.81 -2.58 1.45
48 C -1.74 -1.53 0.45
49 H -3.73 -5.30 2.31
50 H -2.20 -5.27 4.28
51 H -0.40 -3.55 4.43
52 H -0.15 -1.82 2.64
53 H -1.77 -1.83 -0.61
54 H -2.37 -0.66 0.65

Summary:
Total charge   +2
HOMO-LUMO gap (alpha / beta)   6.58 / 6.57 eV
Spin multiplicity   4


Molecular formula: C18H29I2N5O3S
Method: DFT, ωB97M-V/def2-TZVPD

CARTESIAN COORDINATES (ANGSTROEM)
1 C 6.04 2.00 -1.64
2 C 6.08 2.86 -3.03
3 I 6.32 5.00 -2.46
4 C 4.79 2.62 -4.03
5 I 5.08 1.07 -5.54
6 C 3.46 2.44 -3.08
7 C 2.71 3.86 -2.62
8 C 1.40 3.93 -1.64
9 C 0.77 2.51 -1.10
10 C 1.52 1.12 -1.57
11 N 1.19 -0.34 -1.21
12 S 2.31 -1.48 -1.95
13 N 3.38 -0.36 -2.80
14 C 2.84 1.02 -2.54
15 H 7.07 2.22 -1.08
16 H 5.92 0.85 -1.87
17 H 5.19 2.33 -0.89
18 H 7.05 2.56 -3.62
19 H 4.64 3.64 -4.62
20 H 3.17 4.88 -2.99
21 H 0.96 4.99 -1.34
22 H -0.15 2.51 -0.37
23 C -3.34 -2.55 0.44
24 N -2.44 -1.42 0.61
25 C -1.68 -0.97 -0.53
26 C -2.30 -0.77 1.81
27 O -1.57 0.18 2.02
28 H -2.76 -3.42 0.12
29 H -4.08 -2.30 -0.32
30 H -3.85 -2.79 1.38
31 H -0.61 -1.03 -0.29
32 H -1.93 0.08 -0.74
33 H -1.89 -1.58 -1.41
34 H -2.93 -1.20 2.61
35 C -0.20 4.86 4.49
36 N -0.47 4.21 3.23
37 C 0.11 2.90 2.97
38 C -1.25 4.79 2.26
39 O -1.52 4.30 1.17
40 H 0.88 5.00 4.59
41 H -0.56 4.22 5.30
42 H -0.69 5.83 4.55
43 H 0.74 2.96 2.08
44 H -0.70 2.19 2.79
45 H 0.71 2.57 3.83
46 H -1.64 5.78 2.55
47 C -5.05 -7.72 0.60
48 N -3.96 -6.80 0.40
49 C -3.22 -6.34 1.56
50 C -3.59 -6.35 -0.85
51 O -2.68 -5.57 -1.09
52 H -5.80 -7.25 1.25
53 H -4.67 -8.63 1.08
54 H -5.52 -7.99 -0.35
55 H -3.29 -5.24 1.61
56 H -2.16 -6.61 1.44
57 H -3.62 -6.78 2.47
58 H -4.22 -6.76 -1.66

Summary:
HOMO-LUMO gap   6.76 eV
Spin multiplicity   1
SMILES   C[C@H](I)[C@@H](I)c1cccc2nsnc12.CN(C)C=O.CN(C)C=O.CN(C)C=O


Molecular formula: C18H29N2O3
Method: DFT, ωB97M-V/def2-TZVPD

CARTESIAN COORDINATES (ANGSTROEM)
1 C 1.60 2.57 0.57
2 C 2.88 2.26 0.67
3 C 3.77 1.95 -0.50
4 C 4.65 0.76 -0.23
5 C 6.03 0.86 -0.23
6 C 6.82 -0.25 0.02
7 C 6.24 -1.47 0.27
8 C 4.85 -1.60 0.28
9 C 4.06 -0.49 0.03
10 O 2.68 -0.52 0.01
11 C 2.02 -1.68 0.44
12 C 0.54 -1.32 0.55
13 O 0.35 -0.26 1.46
14 C -0.03 -0.98 -0.85
15 N -1.42 -0.57 -0.88
16 C -1.70 0.75 -0.36
17 C -3.09 1.17 -0.81
18 N -4.09 0.20 -0.29
19 C -5.49 0.60 -0.55
20 C -6.39 -0.05 0.51
21 O -5.71 0.11 1.74
22 C -3.76 -1.15 -0.78
23 C -2.35 -1.53 -0.33
24 H 1.01 2.82 1.43
25 H 1.11 2.63 -0.39
26 H 3.37 2.23 1.63
27 H 3.16 1.77 -1.39
28 H 4.41 2.82 -0.69
29 H 6.48 1.81 -0.43
30 H 7.90 -0.15 0.02
31 H 6.84 -2.34 0.47
32 H 4.41 -2.56 0.47
33 H 2.39 -1.99 1.43
34 H 2.16 -2.51 -0.26
35 H 0.00 -2.18 0.97
36 H 1.04 0.40 1.27
37 H 0.08 -1.86 -1.49
38 H 0.57 -0.17 -1.27
39 H -0.97 1.45 -0.76
40 H -1.64 0.79 0.74
41 H -3.33 2.17 -0.44
42 H -3.15 1.16 -1.90
43 H -4.02 0.19 0.74
44 H -5.56 1.68 -0.46
45 H -5.79 0.30 -1.56
46 H -6.56 -1.11 0.30
47 H -7.36 0.46 0.52
48 H -6.30 -0.08 2.48
49 H -4.48 -1.87 -0.40
50 H -3.80 -1.14 -1.88
51 H -2.11 -2.52 -0.71
52 H -2.32 -1.56 0.77

Summary:
Total charge   +1
HOMO-LUMO gap   8.24 eV
Spin multiplicity   1
SMILES   C=CCc1ccccc1OC[C@@H](O)CN1CC[NH+](CCO)CC1